No. 1
Entry from OMol25: a molecular structure, C35H36AsBBrN4O2PPd in a non-equilibrium geometry (ωB97M-V with the def2-TZVPD basis set).

Geometry (Å):
Pd (-0.8328, -0.9303, 0.2205)
O (0.0666, -0.0270, 2.8078)
B (-0.4193, -1.1737, 2.1954)
O (-0.4023, -2.2366, 3.0724)
C (0.0916, -1.7481, 4.2481)
C (0.3150, -2.4025, 5.4421)
C (0.8551, -1.6459, 6.4709)
C (1.1548, -0.2931, 6.3088)
C (0.9248, 0.3686, 5.1128)
C (0.3862, -0.3836, 4.0847)
H (0.0772, -3.4476, 5.5580)
H (1.0512, -2.1152, 7.4229)
H (1.5755, 0.2521, 7.1381)
H (1.1553, 1.4127, 4.9857)
C (-5.0734, 4.6592, 2.6595)
C (-5.6849, 3.6569, 1.9248)
C (-4.9356, 2.6418, 1.3576)
C (-3.5553, 2.6440, 1.5070)
C (-2.9389, 3.6448, 2.2555)
C (-3.6948, 4.6629, 2.8113)
As (-2.4131, 1.2150, 0.7590)
C (-1.5966, 2.0565, -0.8120)
C (-0.9120, 1.2284, -1.7018)
C (-0.2009, 1.7664, -2.7591)
C (-0.1693, 3.1397, -2.9423)
C (-0.8635, 3.9682, -2.0762)
C (-1.5611, 3.4327, -1.0058)
C (-3.7653, 0.0519, -0.0532)
C (-4.4529, 0.4111, -1.2096)
C (-5.4837, -0.3815, -1.6821)
C (-5.8504, -1.5243, -0.9901)
C (-5.1699, -1.8901, 0.1608)
C (-4.1249, -1.1095, 0.6284)
H (-5.6726, 5.4189, 3.1374)
H (-6.7560, 3.6616, 1.7950)
H (-5.4239, 1.8577, 0.7906)
H (-1.8654, 3.6089, 2.4095)
H (-3.2103, 5.4452, 3.3728)
H (-0.9661, 0.1314, -1.5717)
H (0.3366, 1.1236, -3.4400)
H (0.3988, 3.5564, -3.7566)
H (-0.8504, 5.0347, -2.2304)
H (-2.0914, 4.0842, -0.3209)
H (-4.1924, 1.3285, -1.7247)
H (-6.0119, -0.0840, -2.5757)
H (-6.6763, -2.1284, -1.3409)
H (-5.4714, -2.7792, 0.6936)
H (-3.5884, -1.3896, 1.5372)
Br (-3.5914, -5.7761, 1.3590)
C (-3.2154, -4.5638, -0.0515)
C (-3.9188, -4.5963, -1.2515)
C (-3.5757, -3.6808, -2.2308)
C (-2.5635, -2.7691, -1.9788)
N (-1.8998, -2.7322, -0.8241)
C (-2.2206, -3.6089, 0.1265)
H (-4.7079, -5.3142, -1.4146)
H (-4.0827, -3.6698, -3.1789)
H (-2.2745, -2.0445, -2.7283)
H (-1.6770, -3.5418, 1.0686)
C (3.8317, -2.3127, -2.8074)
N (2.4329, -2.9317, -2.8396)
C (2.4247, -4.1060, -1.8567)
N (2.8313, -3.6947, -0.5720)
C (4.1620, -3.1128, -0.6078)
N (4.1870, -1.9594, -1.4903)
C (3.4531, -0.8347, -0.9607)
P (1.6132, -1.1894, -0.7423)
C (1.4105, -1.9278, -2.4754)
C (1.8619, -2.8510, 0.0987)
H (3.8366, -1.4337, -3.4585)
H (4.5318, -3.0569, -3.1991)
H (2.2416, -3.2867, -3.7803)
H (3.1135, -4.8616, -2.2500)
H (1.4065, -4.5064, -1.8259)
H (4.8661, -3.8646, -0.9724)
H (4.4578, -2.8131, 0.3963)
H (3.5665, 0.0265, -1.6242)
H (3.8769, -0.5602, 0.0077)
H (1.4541, -1.1097, -3.1995)
H (0.4184, -2.3873, -2.5292)
H (0.8924, -3.3639, 0.1547)
H (2.1931, -2.6768, 1.1269)

Computed properties:
Net charge = +2
HOMO (alpha / beta) = -12.9314 / -12.9314 eV
Multiplicity = 1
DFT total energy = -191247.508 eV
LUMO level (alpha / beta) = -6.5 / -6.5 eV

Atom charges from the Mulliken analysis, given in e for atoms 1 to 4: number 1, Pd, carries 1.097; number 2, O, carries -0.326; number 3, B, carries 0.365; number 4, O, carries -0.342


No. 2
Entry from OMol25: a molecular structure, C35H36AsN3O2SbSn (ωB97M-V with the def2-TZVPD basis set).

Geometry (Å):
Sn (-3.0033, 5.2833, -0.2473)
C (-0.0128, 8.6372, -0.9903)
C (-1.2232, 7.8034, -0.7859)
N (-1.2013, 6.5417, -0.5404)
N (-0.0020, 5.8584, -0.5614)
C (-0.2110, 4.5809, -0.6681)
O (-1.4196, 4.0486, -0.6979)
C (0.9528, 3.6620, -0.7429)
C (0.7618, 2.2819, -0.6173)
C (1.8537, 1.4271, -0.6905)
C (3.1261, 1.9471, -0.8937)
C (3.3139, 3.3151, -1.0120)
C (2.2321, 4.1745, -0.9343)
C (-2.5833, 8.3963, -0.9217)
C (-2.7998, 9.7587, -0.9739)
C (-4.0996, 10.2203, -1.1614)
C (-5.1300, 9.3083, -1.2879)
C (-4.8320, 7.9549, -1.2077)
N (-3.5896, 7.5128, -1.0372)
H (0.8820, 8.0261, -0.9588)
H (0.0434, 9.3939, -0.2038)
H (-0.0732, 9.1594, -1.9463)
H (-0.2419, 1.9117, -0.4673)
H (1.7182, 0.3657, -0.5846)
H (3.9821, 1.2868, -0.9608)
H (4.3084, 3.7108, -1.1673)
H (2.3675, 5.2433, -1.0261)
H (-1.9766, 10.4505, -0.8685)
H (-4.2970, 11.2826, -1.2089)
H (-6.1500, 9.6280, -1.4450)
H (-5.6098, 7.2050, -1.2874)
C (-1.4254, -4.1227, 3.8608)
As (-2.0345, -4.4983, 2.0961)
C (-2.0084, -6.3672, 1.7460)
C (-3.7589, -3.7553, 1.8149)
O (-1.0846, -3.6277, 0.9217)
H (-2.1988, -4.4176, 4.5710)
H (-1.2316, -3.0553, 3.9614)
H (-0.5356, -4.6939, 4.0645)
H (-2.6626, -6.8401, 2.4807)
H (-0.9965, -6.7502, 1.8643)
H (-2.3812, -6.5717, 0.7441)
H (-4.4837, -4.2570, 2.4553)
H (-4.0278, -3.8944, 0.7694)
H (-3.7234, -2.6951, 2.0584)
C (2.2857, -8.2114, 0.6159)
C (2.3569, -7.3763, 1.7266)
C (1.9528, -6.0551, 1.6217)
C (1.4683, -5.5803, 0.4030)
C (1.4267, -6.4070, -0.7201)
C (1.8312, -7.7296, -0.6039)
Sb (0.7650, -3.6421, 0.1966)
C (0.4579, -3.1114, -1.7693)
C (-0.4859, -3.7049, -2.6041)
C (-0.5237, -3.3122, -3.9316)
C (0.3680, -2.3568, -4.4074)
C (1.3079, -1.7740, -3.5696)
C (1.3594, -2.1523, -2.2362)
C (1.7900, -2.2661, 1.3656)
C (3.0730, -2.6015, 1.7949)
C (3.7698, -1.7015, 2.5882)
C (3.1824, -0.4954, 2.9451)
C (1.9038, -0.1700, 2.5101)
C (1.1940, -1.0469, 1.7050)
H (2.6088, -9.2405, 0.6995)
H (2.7451, -7.7525, 2.6639)
H (2.0538, -5.3958, 2.4678)
H (1.0859, -6.0335, -1.6789)
H (1.8026, -8.3822, -1.4658)
H (-1.1830, -4.4437, -2.2296)
H (-1.2456, -3.7570, -4.6030)
H (0.3285, -2.0694, -5.4496)
H (1.9998, -1.0353, -3.9502)
H (2.1032, -1.7245, -1.5756)
H (3.5296, -3.5476, 1.5278)
H (4.7666, -1.9458, 2.9291)
H (3.7268, 0.2016, 3.5681)
H (1.4615, 0.7758, 2.7921)
H (0.2002, -0.7843, 1.3623)

Computed properties:
Net charge = +3
HOMO = -14.8025 eV
Multiplicity = 1
DFT total energy = -118628.236 eV
LUMO level = -7.6 eV

Atom charges from the Mulliken analysis, given in e for atoms 1 to 4: number 1, Sn, carries 0.920; number 2, C, carries -1.240; number 3, C, carries 0.544; number 4, N, carries 0.129


No. 3
Entry from OMol25: a molecular structure, C35H36BrN6PtS4SeSiTe (ωB97M-V with the def2-TZVPD basis set).

Geometry (Å):
Pt (-0.4878, 0.8082, 0.1009)
N (-2.2536, 3.9981, 2.1873)
C (-2.0688, 3.3199, 3.3871)
C (-2.3835, 3.6430, 4.7031)
C (-2.1602, 2.6636, 5.6489)
C (-1.6384, 1.4052, 5.2998)
C (-1.3059, 1.1003, 3.9971)
C (-1.5227, 2.0855, 3.0367)
N (-1.3764, 2.0488, 1.6544)
C (-1.8469, 3.1857, 1.1931)
C (-2.0303, 3.3895, -0.2303)
C (-2.5339, 4.4458, -0.9119)
S (-2.6712, 4.0520, -2.5678)
C (-2.0506, 2.4954, -2.2556)
N (-1.7619, 2.2895, -1.0067)
H (-2.6758, 4.9038, 2.0736)
H (-2.8001, 4.6035, 4.9782)
H (-2.4037, 2.8649, 6.6841)
H (-1.5083, 0.6610, 6.0748)
H (-0.8980, 0.1387, 3.7137)
H (-2.8249, 5.4184, -0.5450)
H (-1.9279, 1.7566, -3.0372)
Br (-4.3639, 0.9009, 0.6990)
C (-3.2504, -0.4714, 1.3781)
C (-3.6386, -1.1003, 2.5451)
C (-2.8906, -2.1846, 2.9751)
C (-1.8319, -2.6205, 2.1980)
C (-1.5187, -1.9143, 1.0562)
N (-2.1835, -0.8130, 0.6616)
H (-4.5087, -0.7590, 3.0866)
H (-3.1572, -2.6956, 3.8913)
H (-1.2545, -3.4927, 2.4713)
H (-0.7125, -2.2332, 0.4076)
C (5.0164, 0.5969, -5.4873)
C (4.1479, 0.8553, -4.2894)
C (3.0419, 1.6921, -4.3626)
C (2.2951, 2.0232, -3.2407)
C (1.0942, 2.9180, -3.4125)
C (2.6816, 1.4918, -1.9926)
Te (1.7862, 2.2473, -0.2446)
C (3.7387, 0.5655, -1.9081)
C (4.1503, -0.1158, -0.6303)
C (4.4503, 0.2727, -3.0646)
H (4.5866, 1.0149, -6.3963)
H (5.1762, -0.4722, -5.6360)
H (5.9980, 1.0501, -5.3351)
H (2.7539, 2.1093, -5.3222)
H (0.9735, 3.1935, -4.4605)
H (1.1843, 3.8304, -2.8244)
H (0.1977, 2.3929, -3.0878)
H (3.3045, -0.2873, 0.0298)
H (4.8874, 0.4880, -0.0958)
H (4.6126, -1.0776, -0.8538)
H (5.2757, -0.4297, -3.0018)
S (-4.9210, -3.1378, -2.4095)
C (-3.3729, -2.5970, -2.4633)
S (-2.9428, -0.9297, -2.2288)
C (-1.2454, -1.3614, -2.1629)
N (-1.0377, -2.6076, -2.3863)
N (-2.1977, -3.3008, -2.5841)
C (-2.0594, -4.7133, -2.8284)
C (-2.9422, -5.3855, -3.6584)
C (-2.7542, -6.7413, -3.8886)
C (-1.6945, -7.4169, -3.3031)
C (-0.8023, -6.7273, -2.4933)
C (-0.9795, -5.3742, -2.2557)
S (0.0670, -0.2398, -1.9184)
H (-3.7615, -4.8629, -4.1265)
H (-3.4419, -7.2668, -4.5388)
H (-1.5611, -8.4758, -3.4858)
H (0.0363, -7.2442, -2.0449)
H (-0.2864, -4.8251, -1.6342)
C (2.5324, -0.3422, 4.6629)
Si (2.3926, 0.9230, 3.3076)
C (1.5809, 2.5010, 3.8852)
C (4.0740, 1.2984, 2.6074)
Se (1.1445, -0.2614, 1.7294)
H (3.2432, 0.0162, 5.4136)
H (2.8984, -1.2959, 4.2751)
H (1.5728, -0.5210, 5.1535)
H (2.3538, 3.1976, 4.2246)
H (0.9040, 2.3143, 4.7191)
H (1.0137, 2.9917, 3.0902)
H (4.6156, 1.9752, 3.2768)
H (3.9986, 1.7750, 1.6314)
H (4.6611, 0.3826, 2.5024)

Computed properties:
Net charge = +1
HOMO = -9.8597 eV
Multiplicity = 1
DFT total energy = -242964.895 eV
LUMO level = -3.8 eV

Atom charges from the Mulliken analysis, given in e for atoms 1 to 4: number 1, Pt, carries 2.976; number 2, N, carries 0.097; number 3, C, carries 0.787; number 4, C, carries -1.268